# C24H66CuN6O10S

A structure of composition C24H66CuN6O10S in a non-equilibrium geometry (wB97M-V/def2-TZVPD, OMol25).

Properties
Energy above the lowest of the compared OMol25 structures with the same formula, charge and spin = 0.000 eV
Charge = -1
Orbital gap = 6.690 eV
2S+1 = 1
Lowest unoccupied orbital energy = 2.34 eV

CARTESIAN COORDINATES (ANGSTROEM)
Cu (-0.3317, 0.0179, 0.0353)
S (0.1728, 2.5061, 2.0557)
O (1.3542, 3.3194, 1.7183)
O (-0.3694, 1.9311, 0.7481)
O (0.5671, 1.3238, 2.9002)
O (-0.9256, 3.2595, 2.6757)
C (4.0781, -0.9642, 2.2985)
C (3.8799, 0.1614, 1.3032)
C (4.6395, -0.0281, 0.0236)
O (6.0179, -0.1768, 0.3061)
C (6.7568, -0.3561, -0.8454)
N (2.4403, 0.3164, 0.9795)
H (3.9314, -1.9641, 1.8659)
H (3.4790, -0.7965, 3.1892)
H (5.1359, -1.0060, 2.5968)
H (4.2338, 1.0887, 1.7827)
H (4.5027, 0.8404, -0.6442)
H (4.2732, -0.9103, -0.5359)
H (6.5969, -1.3596, -1.2749)
H (7.8149, -0.2704, -0.5922)
H (6.5275, 0.4035, -1.6066)
H (2.3425, 1.1166, 0.3587)
H (1.9348, 0.6473, 1.8238)
C (-4.9543, 3.5561, -0.6827)
C (-3.4696, 3.3190, -0.4975)
C (-2.7819, 4.5659, -0.0186)
O (-3.0428, 5.6393, -0.9449)
C (-2.2991, 6.7878, -0.6393)
N (-3.2212, 2.2353, 0.4624)
H (-5.4094, 3.9910, 0.2150)
H (-5.4643, 2.6088, -0.8750)
H (-5.1620, 4.2622, -1.4910)
H (-3.0157, 3.0535, -1.4586)
H (-1.7092, 4.3891, 0.1132)
H (-3.2060, 4.8513, 0.9582)
H (-2.4778, 7.5367, -1.4170)
H (-1.2193, 6.5945, -0.5747)
H (-2.5970, 7.2467, 0.3211)
H (-3.4501, 2.5162, 1.4091)
H (-2.2066, 2.0684, 0.4526)
C (0.5766, -2.0654, 4.3107)
C (-0.8222, -1.5691, 3.9882)
C (-1.3475, -0.6866, 5.1143)
O (-2.6753, -0.2777, 4.8969)
C (-3.6274, -1.2717, 5.1907)
N (-0.7922, -0.8416, 2.6952)
H (0.7073, -2.3148, 5.3699)
H (1.3235, -1.2921, 4.0920)
H (0.8509, -2.9381, 3.7149)
H (-1.4637, -2.4568, 3.8874)
H (-0.7513, 0.2341, 5.1352)
H (-1.2236, -1.1479, 6.1097)
H (-4.4988, -1.1273, 4.5503)
H (-3.9704, -1.1850, 6.2353)
H (-3.2457, -2.2860, 5.0418)
H (-1.6379, -0.2592, 2.6601)
H (-0.0976, -0.0729, 2.8274)
C (-1.8003, -1.6571, -2.4528)
C (-2.6068, -0.5118, -1.8729)
C (-4.0654, -0.6258, -2.2939)
O (-4.3372, -0.3435, -3.6421)
C (-4.0142, 0.9768, -3.9724)
N (-2.5159, -0.5150, -0.3976)
H (-1.9019, -1.6695, -3.5433)
H (-2.1453, -2.6203, -2.0645)
H (-0.7414, -1.5546, -2.2043)
H (-2.1877, 0.4437, -2.1934)
H (-4.6528, 0.0494, -1.6460)
H (-4.3814, -1.6536, -2.0988)
H (-4.4164, 1.6754, -3.2266)
H (-4.4716, 1.2021, -4.9383)
H (-2.9350, 1.1243, -4.1023)
H (-2.9360, -1.3642, -0.0236)
H (-3.0402, 0.2843, -0.0104)
C (1.6270, -3.3400, -1.4456)
C (0.7040, -3.4295, -0.2273)
C (1.2054, -4.4492, 0.7651)
O (0.1531, -4.7110, 1.6765)
C (0.5016, -5.6983, 2.5874)
N (0.5569, -2.0996, 0.3480)
H (2.5912, -2.8914, -1.1816)
H (1.1790, -2.6799, -2.1889)
H (1.7899, -4.3236, -1.8896)
H (-0.2773, -3.7597, -0.5874)
H (2.0579, -4.0499, 1.3278)
H (1.4311, -5.3914, 0.2416)
H (-0.3453, -5.8454, 3.2601)
H (1.3805, -5.4060, 3.1761)
H (0.6851, -6.6618, 2.0877)
H (0.0517, -2.0684, 1.2449)
H (1.4783, -1.7230, 0.6010)
C (0.1470, 1.8299, -3.6098)
C (1.0358, 0.6251, -3.3748)
C (2.3725, 0.8077, -4.0762)
O (3.1918, -0.2970, -3.7616)
C (4.4857, -0.1717, -4.2956)
N (1.1960, 0.4299, -1.9281)
H (-0.8413, 1.6402, -3.1949)
H (-0.0260, 1.9779, -4.6866)
H (0.5696, 2.7549, -3.2204)
H (0.5313, -0.2498, -3.7952)
H (2.8528, 1.7432, -3.7542)
H (2.2074, 0.8383, -5.1690)
H (5.0913, -0.9673, -3.8695)
H (4.9498, 0.7840, -4.0049)
H (4.4553, -0.2137, -5.3919)
H (1.9074, -0.2850, -1.7796)
H (1.5819, 1.2774, -1.5147)

Cartesian forces, eV/Å:
-0.1 -0.2 0.0
-0.1 0.4 -0.2
-0.4 -0.4 0.3
0.1 -0.5 -0.4
0.6 1.2 0.1
0.5 -0.2 -0.1
1.1 -0.4 -0.2
-1.0 0.6 0.4
0.1 -0.2 -0.4
-0.3 0.2 0.5
0.6 -0.3 -0.5
0.6 -0.1 0.2
-0.6 0.2 0.0
-0.2 -0.2 0.0
-0.2 0.3 0.1
0.2 -0.1 -0.1
-0.1 0.0 0.1
0.0 0.0 0.2
-0.1 0.2 -0.1
0.0 0.0 0.0
0.0 -0.1 0.0
0.0 0.0 0.1
0.2 -0.3 -0.3
-0.4 0.0 -0.1
-0.2 -0.1 0.4
-0.1 0.9 0.0
0.4 -0.3 0.1
0.1 0.5 0.2
0.0 -0.3 -0.8
0.2 -0.1 0.1
0.0 0.0 -0.1
0.1 -0.1 0.0
-0.1 -0.2 0.0
0.0 0.1 0.0
0.2 -0.1 0.0
0.0 -0.2 0.0
-0.1 -0.1 -0.1
0.0 -0.2 -0.1
0.1 0.2 0.0
0.0 0.1 0.5
0.6 0.1 0.1
0.0 -0.1 -0.4
0.7 0.4 0.2
-0.5 -0.1 -0.1
-0.2 0.1 0.3
-0.5 -0.3 0.9
-0.2 -0.1 -0.1
-0.2 0.0 0.0
-0.1 0.0 0.0
-0.1 0.1 0.0
-0.1 -0.1 -0.1
-0.2 -0.2 -0.1
0.1 0.0 -0.1
0.1 0.0 -0.1
0.0 0.0 -0.1
0.0 -0.5 -0.2
-0.2 -0.3 -0.3
0.3 0.1 -0.3
-0.1 -0.3 0.6
-0.2 0.3 0.6
0.0 -0.4 -0.3
-0.1 0.4 -0.5
0.1 0.1 -0.3
0.0 -0.1 0.1
-0.1 0.1 0.0
-0.1 0.0 0.1
0.0 0.0 0.0
0.0 -0.1 -0.1
-0.2 0.0 -0.1
0.2 0.0 0.0
-0.1 -0.1 0.1
-0.1 0.1 0.2
0.2 0.0 0.0
0.2 -0.1 -0.1
-0.1 0.2 0.2
0.1 0.6 -0.5
-0.7 -0.2 0.0
-0.1 0.3 -0.2
-0.2 -0.4 0.4
0.3 0.4 0.6
0.0 -0.2 0.1
0.0 -0.1 -0.1
0.1 0.0 0.0
0.0 -0.1 0.2
0.3 -0.2 -0.2
0.4 0.1 0.1
0.1 0.1 0.0
0.0 -0.1 0.0
0.2 0.1 0.0
-0.2 -0.2 -0.3
-0.1 0.1 -0.3
-0.4 -0.1 -0.9
0.0 0.5 0.4
-0.3 -0.3 -0.3
0.1 0.0 0.1
0.0 0.3 0.1
0.2 -0.2 -0.2
0.1 0.2 0.3
0.2 0.0 0.1
0.0 0.0 0.2
0.1 -0.1 0.1
0.0 0.0 0.0
0.1 0.2 0.1
0.0 -0.2 -0.2
-0.1 -0.1 0.0
0.2 -0.1 0.0
-0.2 0.0 0.2
-0.3 0.0 0.0

Results of the Mulliken charge analysis, in e, for atoms 1 through 8:
1. Cu 2.531
2. S 1.277
3. O -0.791
4. O -1.260
5. O -0.961
6. O -0.734
7. C -1.606
8. C 0.367

***

# C24H66N14O10

A cluster of 10 separate species, C24H66N14O10 in total in a non-equilibrium geometry (wB97M-V/def2-TZVPD, OMol25).

Properties
Charge = -1
Orbital gap (spin up / spin down) = 1.678 / 8.479 eV
Expectation value of S² = 0.75
2S+1 = 2
Lowest unoccupied orbital energy (spin up / spin down) = 1.91 / 1.86 eV

CARTESIAN COORDINATES (ANGSTROEM)
C (-28.7646, -25.0921, -5.5429)
O (-28.5547, -24.3224, -6.4640)
N (-29.9504, -25.3502, -5.0488)
N (-27.9141, -25.6250, -4.7651)
H (-30.6228, -25.0029, -5.7176)
H (-30.0539, -26.1311, -4.4167)
H (-26.9821, -25.3271, -5.0154)
H (-28.1783, -26.1534, -3.9458)
C (-30.0209, -23.8547, -9.7371)
O (-30.4592, -23.6483, -10.8181)
N (-28.9127, -24.4170, -9.4326)
N (-30.6484, -23.6873, -8.6009)
H (-28.5722, -24.4354, -8.4819)
H (-28.1617, -24.4994, -10.1030)
H (-30.2459, -24.1530, -7.8002)
H (-31.6418, -23.5923, -8.7569)
C (-31.0740, -29.6080, -7.1986)
O (-30.3974, -30.0271, -8.1179)
N (-32.1059, -30.2432, -6.7009)
N (-31.0057, -28.3665, -6.8319)
H (-32.3219, -31.1302, -7.1331)
H (-32.6095, -29.9328, -5.8823)
H (-31.7277, -27.9723, -6.2459)
H (-30.3170, -27.7662, -7.2625)
C (-32.1795, -24.9421, -2.4526)
O (-31.4631, -24.0158, -2.7895)
N (-32.9520, -25.6231, -3.2730)
N (-32.1358, -25.4705, -1.2569)
H (-33.5751, -26.3195, -2.8898)
H (-33.1278, -25.2939, -4.2115)
H (-32.6612, -26.3142, -1.0778)
H (-31.3942, -25.1578, -0.6467)
C (-34.0696, -22.0940, -7.5969)
O (-33.5255, -23.0819, -7.1168)
N (-33.4755, -20.9953, -8.0327)
N (-35.3685, -21.9594, -7.6881)
H (-34.1109, -20.3730, -8.5114)
H (-32.4681, -20.9233, -8.0398)
H (-36.0156, -22.6879, -7.4225)
H (-35.6965, -21.1048, -8.1150)
C (-35.4791, -27.4903, -7.6224)
O (-35.5889, -27.5748, -6.4350)
N (-34.4130, -27.9044, -8.2678)
N (-36.3645, -26.8710, -8.3880)
H (-34.4004, -27.5561, -9.2158)
H (-33.7119, -28.4918, -7.8394)
H (-36.1607, -26.7300, -9.3671)
H (-37.0838, -26.4480, -7.8189)
C (-37.6032, -23.0845, -3.3131)
C (-37.3035, -24.2173, -4.3685)
C (-37.4290, -25.6367, -3.6343)
C (-38.8293, -26.0082, -3.2562)
C (-39.7073, -26.0950, -4.5189)
C (-39.6346, -24.8533, -5.4824)
N (-38.2175, -24.3251, -5.5948)
O (-38.1371, -23.1032, -6.4135)
C (-39.9866, -25.3556, -6.8936)
C (-40.6960, -23.8227, -4.9481)
C (-35.8072, -24.0635, -4.8182)
H (-37.6720, -22.0421, -3.6243)
H (-36.9020, -23.2201, -2.4897)
H (-38.5660, -23.3830, -2.8985)
H (-36.9652, -26.4065, -4.2510)
H (-37.0224, -25.5122, -2.6306)
H (-39.2098, -25.3432, -2.4809)
H (-38.7943, -26.9669, -2.7388)
H (-40.6967, -26.1640, -4.0667)
H (-39.5647, -27.0702, -4.9845)
H (-41.0188, -25.7037, -6.8535)
H (-40.0171, -24.4621, -7.5173)
H (-39.3342, -26.0325, -7.4452)
H (-40.6129, -22.9030, -5.5272)
H (-41.7304, -24.1136, -5.1313)
H (-40.7143, -23.5813, -3.8854)
H (-35.7028, -23.1422, -5.3913)
H (-35.5329, -24.9254, -5.4265)
H (-35.0651, -23.9690, -4.0254)
H (-38.4911, -22.4808, -5.7740)
C (-34.1915, -24.6910, -10.2703)
C (-33.9680, -25.6140, -11.5089)
C (-32.4696, -26.0038, -11.4374)
C (-32.2982, -27.3232, -12.1662)
C (-33.2196, -28.4357, -11.7586)
C (-34.6818, -28.0602, -11.9482)
N (-34.8747, -26.7736, -11.2762)
O (-36.1890, -26.3731, -11.2240)
C (-35.1701, -28.0182, -13.4459)
C (-35.5142, -29.2260, -11.2785)
C (-34.1605, -24.9345, -12.9531)
H (-33.6145, -23.7696, -10.3485)
H (-33.8507, -25.1389, -9.3368)
H (-35.1827, -24.4457, -9.8890)
H (-31.8045, -25.2973, -11.9341)
H (-32.0944, -26.2004, -10.4330)
H (-31.2712, -27.5745, -11.9012)
H (-32.3790, -27.2084, -13.2471)
H (-32.9972, -28.7248, -10.7314)
H (-32.8519, -29.1765, -12.4686)
H (-36.0996, -28.5684, -13.5921)
H (-35.5150, -27.0301, -13.7506)
H (-34.4218, -28.3311, -14.1740)
H (-36.5188, -28.8690, -11.0516)
H (-35.6913, -30.0077, -12.0172)
H (-35.0873, -29.6175, -10.3552)
H (-33.9038, -25.5804, -13.7928)
H (-33.6352, -23.9934, -13.1156)
H (-35.2014, -24.7142, -13.1900)
H (-36.3243, -26.0125, -12.1034)
O (-33.8987, -29.1606, -4.8481)
H (-34.3463, -28.3412, -5.0592)
H (-33.3840, -28.9585, -4.0667)
O (-32.9229, -25.7375, -6.3781)
H (-33.2547, -24.9438, -6.7979)
H (-33.5558, -26.4160, -6.6133)

Cartesian forces, eV/Å:
-2.7 1.2 0.4
0.7 0.6 -1.8
-3.0 0.3 -1.6
6.1 -1.5 1.5
-1.2 -0.7 0.9
-0.9 0.3 -0.3
0.3 -0.7 0.9
0.6 0.3 -0.2
-0.8 -0.4 1.2
-1.3 1.2 -3.8
6.9 -2.5 -0.5
-3.6 1.5 2.0
-0.1 0.0 0.1
-0.4 0.0 -0.2
-0.6 0.4 0.3
-0.1 0.0 1.0
0.0 -0.5 -2.4
1.4 -1.2 -0.9
-1.9 -2.6 0.7
0.7 4.0 1.7
0.1 0.1 0.4
-0.4 0.0 0.0
0.4 0.3 0.0
-0.3 -0.1 0.2
1.4 0.8 -1.2
0.4 1.2 -0.3
-1.9 -0.7 -2.0
0.2 -0.7 3.4
-0.1 -0.2 -0.2
0.1 -0.1 0.0
0.3 -0.1 0.4
-0.3 -0.2 0.0
0.9 -1.7 1.2
0.5 -0.1 -0.2
1.5 1.6 -0.7
-3.3 0.1 -0.4
1.2 0.4 -0.1
-0.3 0.1 -0.2
0.0 0.1 0.0
-0.6 -0.6 0.3
0.4 0.3 -0.3
-0.7 -0.3 3.6
1.7 -0.7 -1.7
-1.4 0.5 -0.3
0.9 -0.6 -0.3
0.0 0.1 -0.2
-0.8 0.4 0.2
-0.1 0.4 -0.8
-1.0 -1.6 -0.3
0.6 -0.6 0.3
-0.1 1.9 0.3
-0.2 -0.3 -1.1
-0.1 0.3 1.4
0.5 -0.8 0.8
1.0 -0.2 0.7
-0.5 -1.4 1.3
-1.0 1.7 -0.1
0.1 0.2 -1.0
-1.1 0.1 -0.6
0.3 -0.1 -0.3
0.2 0.3 -0.2
-0.2 0.5 0.2
0.2 0.1 0.2
1.3 -0.1 -0.4
-0.3 0.4 -0.3
-0.1 -0.3 -0.2
-0.6 0.2 -0.7
0.4 0.3 -0.4
0.0 -0.4 -0.2
-0.1 0.1 -0.3
0.2 -0.3 0.9
0.2 0.3 0.1
0.1 -0.6 -0.3
0.7 -0.2 0.0
0.0 -0.1 -0.1
0.1 0.1 -0.2
-0.5 -0.2 0.4
0.0 0.8 -0.1
0.0 0.5 0.3
0.4 1.2 0.2
-0.9 -1.3 -0.8
1.0 0.7 0.2
0.8 0.6 -0.7
-0.9 -1.4 -0.6
2.1 -0.8 1.3
-0.6 0.2 -0.7
-0.3 0.5 0.2
-0.4 1.1 -0.2
-0.8 -0.3 0.6
0.0 0.1 -0.3
0.7 -0.6 -0.3
-0.5 0.2 -1.1
-0.4 0.4 0.4
-0.3 0.5 0.3
0.2 -0.6 -0.5
0.2 0.2 -0.2
-0.2 -0.2 0.0
-0.8 -0.9 0.4
0.3 -0.6 0.1
0.4 0.3 0.1
0.0 -0.1 0.1
-0.1 0.2 0.1
0.5 -0.2 0.1
0.1 0.0 -0.2
0.5 -0.3 0.4
0.2 -0.1 0.6
-0.4 0.2 0.3
-0.8 0.3 -0.4
0.2 -0.5 -0.2
-0.6 0.4 -0.4
0.3 0.1 0.9
0.5 -0.3 0.3
-0.2 0.8 -0.2
-0.3 -0.3 0.0

Results of the Mulliken charge analysis, in e, for atoms 1 through 8:
1. C 0.615
2. O -0.852
3. N 0.097
4. N -0.474
5. H -0.352
6. H 0.177
7. H 0.284
8. H 0.258

***

Number 1: calculated total energy -4073.67773 Eh. Number 2: calculated total energy -2473.07688 Eh.